*one*
Entry from the OMol25 dataset: a cluster of 2 separate species, C3H6OS2 in total (the ωB97M-V functional and the def2-TZVPD basis).

Geometry (Å):
C: 0.4130 0.9618 0.0339
C: 1.8366 0.5139 -0.1061
O: 2.7553 0.8843 0.5715
C: -0.6111 -0.1620 -0.3095
S: -2.2074 0.5409 -0.0837
S: -1.5957 -2.6763 0.7743
H: 0.1713 1.4220 0.9909
H: 0.3498 1.7609 -0.7032
H: 2.0386 -0.3244 -0.8123
H: -0.7758 -0.3640 -1.3675
H: -0.2086 -1.0943 0.2319
H: -2.1660 -1.4628 0.7798

For the LUMO energy, the calculation gives -4.1 eV. Its highest occupied orbital energy is -9.3 eV.

*two*
Entry from the OMol25 dataset: an isolated molecule of C3H6OS2 (the ωB97M-V functional and the def2-TZVPD basis).

Geometry (Å):
C: 0.6324 -0.3480 -0.1591
C: 0.6652 -1.7828 -0.5843
O: 0.4941 -2.1944 -1.7026
C: -0.8706 -0.0297 0.1449
S: -1.4970 1.6539 -0.1866
S: -0.4777 2.8422 1.1544
H: 1.2341 -0.1195 0.7207
H: 0.9399 0.3933 -0.9006
H: 0.8001 -2.4710 0.2769
H: -1.4818 -0.7114 -0.4562
H: -1.1253 -0.3617 1.1533
H: 0.6866 3.1292 0.5392

For the LUMO energy, the calculation gives 0.4 eV. Its highest occupied orbital energy is -9.5 eV. As for the structure (SMILES): O=CCCSS.

We find *two* to be the most stable, with the next structure 455.7 kJ/mol higher.